1.
Below is 2 unconnected molecules or ions with the total composition C4H7ClN in a non-equilibrium geometry, with properties calculated with ωB97M-V/def2-TZVPD.

Values from the calculation:
strongest force on any atom: 4.38 eV/A
energy relative to the best compared isomer or geometry (same formula, charge and spin): 97.46 kcal/mol
LUMO energy: -0.198 Ha
E_tot: -18262.800 eV

Structure (ORCA input):
```
! wB97M-V def2-TZVPD RIJCOSX def2/J DEFGRID3
* xyz 1 1
Cl 0.44 1.82 -1.41
N -1.64 0.23 0.21
C 1.66 1.17 -0.46
C -1.21 -0.65 1.26
C -2.08 -0.91 0.17
C 2.08 -0.08 -0.79
H -1.62 -0.38 2.19
H 2.80 -0.51 -0.13
H -1.25 1.05 -0.38
H 1.51 -0.69 -1.53
H -2.47 -1.55 -0.66
H -0.23 -1.31 1.17
H 2.00 1.80 0.37
*
```

=====

2.
Below is 2 unconnected molecules or ions with the total composition C4H6ClPS in a non-equilibrium geometry, with properties calculated with ωB97M-V/def2-TZVPD.

Values from the calculation:
strongest force on any atom: 3.86 eV/A
energy relative to the best compared isomer or geometry (same formula, charge and spin): 53.54 kcal/mol
SMILES: C=CC=C.S=PCl
LUMO energy: -0.056 Ha
E_tot: -36889.925 eV

Structure (ORCA input):
```
! wB97M-V def2-TZVPD RIJCOSX def2/J DEFGRID3
* xyz 0 1
Cl 3.86 -1.13 -1.00
S 3.72 1.94 -0.02
P 3.68 0.03 0.57
C 0.47 0.42 -0.46
C -0.17 0.40 0.91
C 0.42 -0.30 1.86
C 1.10 -0.57 -1.11
H 1.45 -0.20 -2.05
H 1.07 -1.62 -0.84
H -1.02 1.07 0.76
H 0.54 1.42 -0.91
H 1.25 -0.85 1.45
H 0.13 -0.25 2.92
*
```

=====

3.
Below is C21H25NO6 in the gas phase in a non-equilibrium geometry, with properties calculated with ωB97M-V/def2-TZVPD.

Values from the calculation:
strongest force on any atom: 1.37 eV/A
energy relative to the best compared isomer or geometry (same formula, charge and spin): 97.37 kcal/mol
SMILES: COCCN(CCOC)Cc1c(O)ccc2c1O/C(=C\c1ccc(C)o1)C2=O
LUMO energy: -0.010 Ha
E_tot: -35956.049 eV

Structure (ORCA input):
```
! wB97M-V def2-TZVPD RIJCOSX def2/J DEFGRID3
* xyz 0 1
O -0.77 0.66 1.93
O 5.41 -0.69 -0.09
O -3.10 -3.23 -0.09
O -3.10 2.48 -0.95
O 1.46 0.99 -0.54
O 3.18 4.02 -0.11
N -2.66 -0.10 -0.42
C 0.91 3.22 -0.47
C -0.89 1.59 -0.77
C -3.42 -1.04 -1.23
C 4.15 -2.51 -0.34
C 4.12 -0.28 -0.23
C -1.32 4.00 -0.69
C 3.84 1.11 -0.20
C 6.72 -2.74 -0.03
C 2.36 3.14 -0.28
C 2.62 1.68 -0.33
C 5.42 -2.03 -0.16
C -1.31 0.15 -0.93
C 0.45 1.90 -0.60
C -2.69 -0.44 1.00
C 0.02 4.28 -0.52
C -4.40 -3.73 0.06
C -2.89 -2.49 -1.27
C -2.18 0.68 1.90
C 3.30 -1.39 -0.39
C -1.78 2.67 -0.81
C -0.22 1.70 2.69
H 7.40 -2.42 -0.82
H -4.70 -4.35 -0.80
H 2.24 -1.37 -0.51
H -2.57 0.52 2.92
H -1.29 -0.09 -2.00
H -1.81 -2.48 -1.42
H -3.35 -3.01 -2.13
H 0.37 5.29 -0.43
H -0.55 1.64 3.73
H -0.50 2.68 2.28
H -2.09 -1.34 1.20
H -3.44 -0.66 -2.26
H 3.86 -3.54 -0.42
H 7.19 -2.50 0.93
H 0.86 1.58 2.64
H -0.57 -0.48 -0.42
H -4.45 -1.05 -0.86
H -2.06 4.78 -0.74
H -4.39 -4.35 0.96
H -3.27 1.52 -0.85
H -3.72 -0.65 1.26
H 6.57 -3.81 -0.10
H 4.67 1.78 -0.05
H -5.14 -2.93 0.20
H -2.54 1.65 1.55
*
```

=====

4.
Below is C15H25NO5 in the gas phase in a non-equilibrium geometry, with properties calculated with ωB97M-V/def2-TZVPD.

Values from the calculation:
strongest force on any atom: 7.91 eV/A
energy relative to the best compared isomer or geometry (same formula, charge and spin): 0.00 kcal/mol
LUMO energy: 0.021 Ha
E_tot: -27687.842 eV

Structure (ORCA input):
```
! wB97M-V def2-TZVPD RIJCOSX def2/J DEFGRID3
* xyz 0 1
O -1.02 -0.12 -2.18
O 3.48 2.29 -3.11
O -3.69 -0.70 1.14
O -2.61 0.10 2.97
O 0.32 -1.35 -3.60
N 2.52 0.28 -3.31
C 1.09 2.03 4.25
C 2.14 0.95 3.96
C 1.18 0.72 -2.80
C -2.75 -1.20 0.15
C 2.50 0.85 2.46
C -2.86 -0.86 -3.66
C -2.12 -1.02 -2.30
C 3.59 1.14 -3.52
C 1.35 0.42 1.54
C -2.65 -0.22 1.77
C 0.08 -0.34 -2.94
C -3.14 -0.72 -1.22
C 0.64 -0.83 2.11
C -0.40 -1.47 1.16
C -1.55 -0.50 0.80
H -2.19 -1.22 -4.46
H 3.05 1.23 4.49
H 0.81 1.57 -3.42
H -3.33 0.35 -1.16
H 0.15 1.82 3.74
H 2.56 -0.57 -3.81
H 0.14 -0.61 3.07
H 0.65 1.23 1.39
H -2.67 -2.27 0.09
H -1.18 0.40 0.34
H 0.89 2.02 5.35
H -0.82 -2.37 1.62
H 0.10 -1.75 0.20
H -1.74 -2.06 -2.22
H 2.82 1.84 2.15
H 1.77 0.13 0.61
H -3.12 0.19 -3.79
H 1.46 3.04 4.05
H -4.05 -1.29 -1.52
H 3.30 0.14 2.33
H 4.52 0.81 -3.98
H 1.79 -0.03 4.29
H -3.78 -1.47 -3.68
H 1.46 -1.57 2.36
H 1.29 0.99 -1.71
*
```

=====

Question: Among the records above, which one has the highest energy relative to the best compared isomer or geometry (same formula, charge and spin)?
Answer: C4H7ClN

=====

Question: Which of these has the highest energy relative to the best compared isomer or geometry (same formula, charge and spin)?
Answer: C4H7ClN